Entry 1:
DFT (ωB97M-V with the def2-TZVPD basis set) results for C21H21F5N2PbS as an isolated structure.

The geometry in XYZ format:
```
51
Properties=species:S:1:pos:R:3
Pb -1.251 0.119 -0.783
C 0.084 1.847 1.361
C -1.263 2.045 1.244
C -1.981 0.943 1.916
C -1.093 0.042 2.399
C 0.297 0.552 2.108
C 1.337 0.460 3.187
C -1.344 -1.149 3.258
C -3.469 0.935 2.051
C -1.940 3.257 0.683
C 1.189 2.790 1.041
H 2.309 0.815 2.851
H 1.417 -0.554 3.568
H 1.020 1.087 4.025
H -0.713 -1.991 2.977
H -2.381 -1.474 3.197
H -1.127 -0.923 4.305
H -3.977 0.797 1.092
H -3.811 1.890 2.451
H -3.806 0.149 2.722
H -1.322 3.776 -0.047
H -2.146 3.962 1.492
H -2.902 3.018 0.228
H 2.057 2.281 0.619
H 1.528 3.285 1.955
H 0.871 3.565 0.347
F 1.362 -6.171 1.302
C 1.283 -4.874 1.146
C 0.256 -4.329 0.380
F -0.636 -5.109 -0.197
C 0.196 -2.961 0.224
F -0.794 -2.462 -0.555
C 1.112 -2.091 0.808
S 1.064 -0.344 0.551
C 2.146 -2.670 1.547
F 3.086 -1.903 2.083
C 2.235 -4.042 1.726
F 3.218 -4.557 2.431
N 1.333 1.014 -6.642
C 0.861 0.856 -5.408
C 1.696 0.452 -4.339
C 1.169 0.299 -3.092
N -0.137 0.516 -2.802
C -0.936 0.905 -3.823
C -0.499 1.085 -5.101
H 2.301 0.843 -6.859
H 0.734 1.295 -7.401
H 2.748 0.263 -4.503
H 1.801 -0.007 -2.270
H -1.982 1.074 -3.586
H -1.196 1.396 -5.867
```

Properties
energy above the lowest of the compared OMol25 structures with the same formula, charge and spin: 21.7 kJ/mol
E_tot: -54753.4252 eV
charge: +2
F_max: 1.305 eV Å⁻¹
HOMO level: -0.545 Eh

---

Entry 2:
DFT (ωB97M-V with the def2-TZVPD basis set) results for a 2-piece molecular cluster, C7H10N2 overall.

The geometry in XYZ format:
```
19
Properties=species:S:1:pos:R:3
C 2.772 1.129 -0.564
C 2.622 0.266 0.205
C -0.620 0.026 -1.440
C -0.122 -0.236 0.701
C -0.584 0.868 -0.179
C -1.933 1.440 0.314
C -0.026 -2.656 0.642
N -0.447 -1.223 -1.167
N -0.145 -1.451 0.123
H 2.883 1.884 -1.233
H -0.966 0.331 -2.366
H -0.127 -0.227 1.804
H 0.198 1.681 -0.366
H -1.950 2.575 0.249
H -1.858 1.227 1.392
H -2.832 1.019 -0.131
H 2.487 -0.680 0.508
H 0.468 -2.656 1.680
H 0.181 -3.319 -0.172
```

Properties
energy above the lowest of the compared OMol25 structures with the same formula, charge and spin: 683.8 kJ/mol
E_tot: -10394.5245 eV
F_max: 4.745 eV Å⁻¹
HOMO level (spin up / spin down): -0.251 / -0.250 Eh

---

Entry 3:
DFT (ωB97M-V with the def2-TZVPD basis set) results for a 2-piece molecular cluster, CH6NO overall.

The geometry in XYZ format:
```
9
Properties=species:S:1:pos:R:3
C -1.599 0.332 0.088
N -0.677 -0.521 -0.047
H -1.386 1.342 -0.249
H -2.598 0.104 0.422
H -0.832 -1.487 0.244
H 0.338 -0.192 -0.130
H 2.627 -0.552 -0.144
H 2.251 0.919 0.015
O 1.876 0.054 -0.199
```

Properties
energy above the lowest of the compared OMol25 structures with the same formula, charge and spin: 18.3 kJ/mol
E_tot: -4664.5761 eV
charge: +1
F_max: 1.195 eV Å⁻¹
HOMO level: -0.632 Eh

---

Entry 4:
DFT (ωB97M-V with the def2-TZVPD basis set) results for C25H22N2O2 in the gas phase.

The geometry in XYZ format:
```
51
Properties=species:S:1:pos:R:3
O 4.827 3.794 1.397
C 3.903 3.051 1.624
O 3.525 2.781 2.887
H 4.099 3.266 3.502
C 3.067 2.428 0.574
C 2.962 3.173 -0.606
C 2.166 2.761 -1.647
C 1.453 1.565 -1.542
C 1.608 0.802 -0.390
C 2.400 1.201 0.677
C 2.494 0.290 1.871
H 3.294 0.632 2.525
C 2.755 -1.189 1.498
H 2.983 -1.310 0.439
H 3.612 -1.557 2.063
C 1.501 -1.961 1.913
H 1.719 -2.998 2.165
H 0.765 -1.958 1.107
C 0.971 -1.164 3.101
C 1.164 0.284 2.659
H 0.344 0.583 2.005
H 1.196 0.980 3.495
H 1.576 -1.371 3.985
H -0.069 -1.390 3.333
H 1.105 -0.150 -0.335
C 0.573 1.109 -2.607
C 0.733 1.303 -3.956
N -0.278 0.701 -4.649
C -1.125 0.107 -3.766
N -2.224 -0.567 -4.068
C -2.902 -1.037 -3.041
C -2.551 -0.846 -1.693
C -1.395 -0.132 -1.397
C -0.630 0.343 -2.456
H -1.130 0.072 -0.371
C -3.390 -1.391 -0.618
C -4.780 -1.346 -0.703
C -5.563 -1.859 0.314
C -4.973 -2.428 1.430
C -3.593 -2.479 1.524
C -2.808 -1.965 0.510
H -1.731 -2.026 0.583
H -3.126 -2.926 2.390
H -5.586 -2.829 2.223
H -6.640 -1.812 0.237
H -5.246 -0.887 -1.563
H -3.782 -1.611 -3.296
H -0.383 0.680 -5.649
H 1.524 1.811 -4.473
H 2.073 3.367 -2.536
H 3.513 4.100 -0.669
```

Properties
structure (SMILES): O=C(O)c1ccc(-c2c[nH]c3ncc(-c4ccccc4)cc23)cc1C1CCCC1
energy above the lowest of the compared OMol25 structures with the same formula, charge and spin: 0.0 kJ/mol
E_tot: -33359.0459 eV
F_max: 0.913 eV Å⁻¹
HOMO level: -0.299 Eh

---

Entry 5:
DFT (ωB97M-V with the def2-TZVPD basis set) results for C3Ag10O9 as an isolated structure.

The geometry in XYZ format:
```
22
Properties=species:S:1:pos:R:3
Ag 0.659 1.245 -3.188
Ag -1.626 -2.462 1.554
Ag -2.148 -0.220 -1.438
Ag 3.095 -1.718 0.431
Ag -1.482 0.147 2.594
Ag 0.785 -2.821 -0.937
Ag -1.169 2.851 0.758
Ag 2.739 -1.108 -2.890
Ag 2.852 1.744 -0.084
Ag 1.311 -1.782 3.092
C 0.431 0.145 0.233
O -0.084 -0.754 1.009
O 0.950 -0.324 -0.851
O 0.549 1.338 0.631
C -1.613 2.824 3.659
O -1.936 3.968 3.267
O -0.519 2.435 3.122
O -2.360 2.049 4.283
C -0.168 -1.923 -3.784
O 0.884 -1.411 -4.339
O -0.852 -1.104 -3.034
O -0.297 -3.121 -4.088
```

Properties
energy above the lowest of the compared OMol25 structures with the same formula, charge and spin: 193.8 kJ/mol
E_tot: -61473.6340 eV
charge: +4
F_max: 3.182 eV Å⁻¹
HOMO level: -0.692 Eh

---

> Among the records above, which one has the highest F_max?

C7H10N2

---

> Which formula does entry 5 have?

C3Ag10O9

---

> Number 2 is which compound?

C7H10N2

---

> Which value of energy above the lowest of the compared OMol25 structures with the same formula, charge and spin does entry 3 give?

18.3 kJ/mol